Molecular formula: C36H29Cl5Ge2Rh
Method: DFT, ωB97M-V/def2-TZVPD

- gap between HOMO and LUMO (spin up / spin down) (eV) = 7.019 / 6.928
- expectation value of S² = 8.80
- LUMO (spin up / spin down) (eV) = 0.48 / -1.99
- ΔE to the lowest compared entry with this formula, charge and spin (kJ/mol) = 30.2
- DFT total energy (eV) = -216448.8903
- spin multiplicity = 6
- maximum force (eV/Å) = 1.19
- HOMO (spin up / spin down) (eV) = -6.543 / -8.922

Geometry (Å):
Rh -0.882 -0.810 1.094
Cl -0.307 0.534 3.710
C -1.458 -0.759 3.955
C -1.839 -1.466 2.827
C -2.775 -2.473 2.995
Cl -3.301 -3.340 1.591
C -3.295 -2.788 4.247
Cl -4.445 -4.054 4.425
C -2.877 -2.062 5.365
Cl -3.509 -2.436 6.918
C -1.951 -1.028 5.224
Cl -1.437 -0.117 6.587
C -1.473 0.903 0.180
C -1.497 2.000 -0.370
C -1.489 3.218 -1.053
C -0.701 3.286 -2.284
C -0.566 2.149 -3.093
C 0.218 2.173 -4.233
C 0.898 3.331 -4.591
C 0.789 4.461 -3.791
C 0.001 4.442 -2.652
C -2.202 4.354 -0.488
C -2.633 5.428 -1.282
C -3.335 6.483 -0.726
C -3.628 6.495 0.632
C -3.224 5.430 1.428
C -2.525 4.372 0.878
H -1.097 1.247 -2.815
H 0.299 1.285 -4.847
H 1.513 3.350 -5.481
H 1.330 5.362 -4.049
H -0.051 5.320 -2.021
H -2.441 5.418 -2.346
H -3.666 7.296 -1.359
H -4.176 7.322 1.064
H -3.455 5.426 2.486
H -2.214 3.542 1.500
C 4.281 -1.987 2.399
Ge 2.841 -3.092 1.668
C 3.585 -4.543 0.570
C 1.798 -3.823 3.156
Ge 1.405 -1.666 0.335
C -0.117 -2.684 -0.465
C -1.000 -2.121 -1.402
C -1.989 -2.891 -2.003
C -2.096 -4.239 -1.699
C -1.219 -4.816 -0.784
C -0.256 -4.046 -0.161
C 2.296 -0.597 -1.026
C 1.640 0.432 -1.702
C 2.295 1.170 -2.677
C 3.622 0.895 -2.980
C 4.291 -0.117 -2.307
C 3.632 -0.856 -1.334
H 4.905 -2.595 3.055
H 3.870 -1.163 2.983
H 4.910 -1.568 1.614
H 4.391 -5.032 1.120
H 3.988 -4.170 -0.371
H 2.827 -5.292 0.341
H 2.469 -4.301 3.871
H 1.070 -4.562 2.823
H 1.261 -3.024 3.670
H -0.897 -1.083 -1.696
H -2.665 -2.434 -2.713
H -2.856 -4.845 -2.174
H -1.298 -5.870 -0.550
H 0.401 -4.515 0.562
H 0.613 0.680 -1.458
H 1.766 1.964 -3.191
H 4.135 1.474 -3.738
H 5.326 -0.335 -2.537
H 4.174 -1.645 -0.823

Atom charges from the Mulliken analysis, given in e for atoms 1 to 6: -0.2824, -0.1837, 1.4181, -1.5313, 1.2659, -0.1717